(1)
Below is C42H44BrCl2N4NiO3Te as an isolated structure, with properties calculated with wB97M-V/def2-TZVPD.

```
! RIJCOSX wB97M-V def2-TZVPD def2/J DEFGRID3
* xyz 0 4
Ni 16.049 -4.540 14.305
C 15.251 -1.447 9.933
C 15.751 -1.550 11.373
C 16.162 -0.379 12.009
C 16.603 -0.448 13.340
C 16.544 -1.696 14.007
Br 17.236 -1.640 15.725
N 16.078 -2.795 13.396
C 15.666 -2.721 12.094
H 15.169 -0.403 9.640
H 14.300 -2.002 9.724
H 16.044 -1.782 9.227
H 16.201 0.567 11.467
H 16.938 0.383 14.008
H 15.382 -3.655 11.647
C 16.691 -7.809 15.751
C 16.508 -6.436 16.409
O 16.552 -6.586 17.780
N 16.448 -5.294 15.822
Te 16.394 -4.576 18.709
C 17.265 -4.756 20.668
C 16.584 -4.322 21.839
C 15.489 -3.278 21.844
C 17.212 -4.678 23.069
C 18.381 -5.454 23.171
C 19.036 -5.780 24.512
C 19.055 -5.758 21.964
C 18.506 -5.415 20.695
C 19.322 -5.690 19.439
C 14.397 -5.093 19.079
C 13.966 -6.202 19.785
C 14.871 -7.237 20.339
C 12.585 -6.402 20.012
C 11.625 -5.536 19.512
C 10.179 -5.866 19.745
C 12.083 -4.432 18.825
C 13.436 -4.123 18.633
C 13.813 -2.827 17.847
H 15.751 -8.024 15.280
H 16.813 -8.551 16.544
H 17.538 -7.786 15.104
H 15.332 -2.980 22.899
H 14.567 -3.601 21.312
H 15.813 -2.352 21.277
H 16.812 -4.377 24.033
H 18.229 -5.798 25.305
H 19.777 -5.058 24.873
H 19.543 -6.766 24.577
H 20.022 -6.360 21.962
H 20.205 -6.261 19.685
H 19.562 -4.826 18.862
H 18.781 -6.285 18.705
H 15.523 -7.740 19.578
H 14.269 -8.056 20.844
H 15.550 -6.810 21.122
H 12.252 -7.167 20.668
H 9.970 -6.952 19.655
H 9.383 -5.341 19.176
H 9.862 -5.710 20.801
H 11.444 -3.726 18.334
H 12.903 -2.236 17.709
H 14.168 -3.073 16.814
H 14.626 -2.190 18.276
O 16.309 -7.418 12.599
C 15.130 -7.014 12.713
N 14.007 -7.662 12.269
C 12.808 -6.811 12.450
C 13.439 -5.601 13.146
O 12.730 -4.702 13.717
N 14.777 -5.750 13.251
C 12.246 -6.231 11.131
C 11.240 -5.268 11.242
C 10.711 -4.730 10.052
C 11.117 -5.221 8.776
C 12.082 -6.224 8.741
C 12.637 -6.724 9.907
C 11.762 -7.472 13.361
C 12.074 -7.506 14.722
C 11.403 -8.431 15.513
C 10.441 -9.267 14.913
C 10.037 -9.077 13.610
C 10.724 -8.172 12.789
H 14.036 -8.572 11.885
H 10.756 -5.111 12.205
H 9.970 -3.940 10.153
H 10.785 -4.799 7.828
H 12.398 -6.601 7.775
H 13.489 -7.328 9.762
H 12.850 -6.865 15.111
H 11.611 -8.578 16.585
H 9.878 -9.890 15.627
H 9.204 -9.662 13.257
H 10.438 -8.026 11.788
Cl 18.859 -4.928 13.443
C 18.953 -6.035 12.058
Cl 19.052 -5.096 10.538
H 18.014 -6.613 12.072
H 19.815 -6.666 12.171
*
```

Its HOMO energy (spin up / spin down) is -6.041 / -8.040 eV. The value obtained for the LUMO energy (spin up / spin down) is -0.14 / -0.20 eV. Its expectation value of S² is 3.768. The value obtained for the frontier orbital gap (spin up / spin down) is 5.905 / 7.840 eV. The value obtained for the energy relative to the best compared isomer or geometry (same formula, charge and spin) is 7.9 kJ/mol.

=====

(2)
Below is C42H44BrCrN5O4SSi2 as an isolated structure, with properties calculated with wB97M-V/def2-TZVPD.

```
! RIJCOSX wB97M-V def2-TZVPD def2/J DEFGRID3
* xyz 1 4
Cr 0.708 0.399 -0.055
O 0.690 -1.733 7.771
C 0.805 -0.618 7.015
O 0.971 0.444 7.543
C 0.708 -0.779 5.531
C 0.888 -1.981 4.861
C 0.811 -2.058 3.480
C 0.544 -0.914 2.722
C 0.389 0.303 3.403
C 0.469 0.368 4.776
N 0.437 -0.932 1.339
C 0.385 -2.141 0.571
C 0.365 -2.293 -1.905
C 0.531 -3.666 -1.888
C 0.414 -4.316 -3.106
C 0.150 -3.581 -4.251
C 0.014 -2.208 -4.130
N 0.115 -1.565 -2.963
H 0.476 -2.499 7.225
H 1.122 -2.893 5.400
H 0.947 -3.016 2.999
H 0.224 1.211 2.831
H 0.355 1.310 5.297
H 1.234 -2.818 0.715
H 0.742 -4.208 -0.976
H 0.536 -5.390 -3.155
H 0.053 -4.058 -5.216
H -0.186 -1.589 -4.997
C 1.880 1.092 -2.804
Si 3.357 0.454 -1.794
C 4.851 1.365 -2.447
C 3.691 -1.366 -2.032
C 2.813 0.763 -0.024
C 2.422 2.182 0.155
C 3.149 3.367 -0.002
C 2.514 4.573 0.198
C 1.154 4.615 0.530
C 0.477 3.431 0.646
N 1.107 2.257 0.467
Si 4.029 0.213 1.318
C 5.790 0.572 0.786
C 3.751 1.198 2.876
C 3.909 -1.623 1.638
H 1.793 0.613 -3.781
H 1.979 2.170 -2.959
H 0.901 0.932 -2.322
H 4.852 1.281 -3.538
H 5.781 0.931 -2.080
H 4.853 2.430 -2.206
H 3.794 -1.604 -3.095
H 2.923 -2.012 -1.610
H 4.638 -1.620 -1.547
H 4.200 3.316 -0.249
H 3.069 5.497 0.098
H 0.643 5.553 0.691
H -0.576 3.390 0.896
H 5.908 1.568 0.353
H 6.165 -0.157 0.063
H 6.435 0.522 1.668
H 4.007 2.251 2.727
H 4.406 0.811 3.662
H 2.726 1.142 3.246
H 4.487 -2.193 0.906
H 2.881 -1.978 1.624
H 4.316 -1.845 2.628
S -5.827 1.764 -0.459
C -4.103 1.446 -0.456
C -3.303 1.374 -1.593
C -1.973 1.049 -1.448
N -1.402 0.795 -0.263
C -2.172 0.867 0.834
C -3.507 1.194 0.781
C -6.103 2.309 -2.131
C -6.422 1.406 -3.133
C -6.639 1.901 -4.412
N -6.565 3.194 -4.722
C -6.276 4.049 -3.743
C -6.037 3.661 -2.431
H -3.703 1.566 -2.578
H -1.335 0.957 -2.320
H -1.699 0.645 1.782
H -4.086 1.236 1.695
H -6.509 0.347 -2.925
H -6.889 1.227 -5.224
H -6.234 5.097 -4.018
H -5.810 4.390 -1.665
Br -2.829 -2.103 3.262
C -3.265 -2.270 1.431
C -4.588 -2.061 1.078
C -4.963 -2.098 -0.257
C -4.007 -2.326 -1.233
C -2.685 -2.539 -0.871
C -2.290 -2.528 0.464
C -0.899 -2.965 0.860
O -0.740 -3.962 1.513
O 0.459 -1.550 -0.745
H -5.320 -1.869 1.852
H -6.000 -1.945 -0.526
H -4.287 -2.362 -2.278
H -1.965 -2.763 -1.647
*
```

Its HOMO energy (spin up / spin down) is -10.183 / -10.407 eV. The value obtained for the LUMO energy (spin up / spin down) is -3.22 / -2.89 eV. Its expectation value of S² is 3.813. The value obtained for the frontier orbital gap (spin up / spin down) is 6.967 / 7.518 eV.

=====

(3)
Below is C42H44ClFeN2OP2 as an isolated structure, with properties calculated with wB97M-V/def2-TZVPD.

```
! RIJCOSX wB97M-V def2-TZVPD def2/J DEFGRID3
* xyz 2 6
Fe -0.052 0.038 -0.795
Cl 0.088 -0.216 -2.958
P 0.035 2.197 -0.219
P 0.072 -2.257 -0.208
C 0.068 3.181 1.325
C -1.520 2.876 -0.935
C 1.422 3.005 -1.115
C 1.572 -3.263 -0.553
C -0.553 -3.078 1.324
C -1.184 -2.899 -1.412
C 1.062 4.143 1.565
C 0.856 5.166 2.492
C -0.322 5.206 3.240
C -1.277 4.188 3.084
C -1.068 3.171 2.153
H 1.989 4.134 0.996
H 1.630 5.927 2.613
H -0.482 6.011 3.964
H -2.190 4.193 3.686
H -1.821 2.391 2.019
C 2.742 2.735 -0.705
C 3.814 3.176 -1.488
C 3.574 4.001 -2.593
C 2.263 4.348 -2.939
C 1.183 3.812 -2.230
H 2.931 2.217 0.243
H 4.831 2.881 -1.224
H 4.411 4.361 -3.192
H 2.071 5.009 -3.784
H 0.158 4.018 -2.535
C -1.793 4.239 -0.753
C -2.942 4.810 -1.300
C -3.793 4.033 -2.092
C -3.541 2.664 -2.251
C -2.433 2.073 -1.639
H -1.122 4.848 -0.147
H -3.142 5.864 -1.109
H -4.649 4.498 -2.583
H -4.210 2.056 -2.865
H -2.271 0.993 -1.738
C -1.931 -3.224 1.561
C -2.403 -3.994 2.628
C -1.509 -4.555 3.539
C -0.141 -4.316 3.390
C 0.327 -3.614 2.279
H -2.655 -2.766 0.889
H -3.475 -4.152 2.751
H -1.873 -5.165 4.367
H 0.561 -4.693 4.135
H 1.405 -3.525 2.137
C 2.684 -2.648 -1.150
C 3.869 -3.365 -1.363
C 3.947 -4.722 -1.033
C 2.839 -5.345 -0.452
C 1.660 -4.629 -0.231
H 2.609 -1.601 -1.450
H 4.742 -2.865 -1.788
H 4.855 -5.301 -1.225
H 2.877 -6.398 -0.172
H 0.808 -5.133 0.221
C -0.951 -3.998 -2.243
C -1.932 -4.403 -3.159
C -3.127 -3.689 -3.287
C -3.369 -2.598 -2.444
C -2.427 -2.241 -1.480
H -0.016 -4.553 -2.171
H -1.751 -5.277 -3.783
H -3.871 -3.983 -4.030
H -4.298 -2.031 -2.531
H -2.668 -1.441 -0.772
H 1.272 0.455 0.055
H 1.501 0.333 -0.878
C 2.095 -1.830 4.140
N 0.971 -0.953 4.337
C 0.178 -1.207 5.534
C -0.656 -0.022 5.991
C -1.053 0.815 4.807
N 0.125 1.230 4.047
C 0.898 2.299 4.645
C 0.981 0.196 3.584
O 1.720 0.340 2.600
H 2.907 -1.610 4.852
H 2.485 -1.680 3.133
H 1.796 -2.869 4.265
H -0.509 -2.040 5.318
H 0.863 -1.550 6.325
H -0.094 0.565 6.725
H -1.550 -0.412 6.485
H -1.593 1.723 5.094
H -1.692 0.206 4.155
H 0.244 3.104 4.994
H 1.499 1.940 5.499
H 1.575 2.708 3.891
*
```

Its HOMO energy (spin up / spin down) is -13.220 / -13.216 eV. The value obtained for the LUMO energy (spin up / spin down) is -5.51 / -9.07 eV. Its expectation value of S² is 8.781. The value obtained for the frontier orbital gap (spin up / spin down) is 7.706 / 4.148 eV. The value obtained for the energy relative to the best compared isomer or geometry (same formula, charge and spin) is 40.0 kJ/mol.

=====

(4)
Below is C42H44CoO3P2S as an isolated structure, with properties calculated with wB97M-V/def2-TZVPD.

```
! RIJCOSX wB97M-V def2-TZVPD def2/J DEFGRID3
* xyz 0 4
Co -0.385 4.030 1.461
C 0.298 5.430 -0.176
C 0.225 4.142 -0.671
C 1.430 3.258 -0.883
C 1.560 2.170 0.199
C 1.054 2.680 1.521
C 1.437 3.932 2.083
C 2.279 4.992 1.408
C 1.484 6.015 0.521
C -1.598 3.114 2.580
H -0.484 6.132 -0.476
H -0.685 3.839 -1.202
H 2.347 3.864 -0.900
H 1.353 2.769 -1.866
H 0.983 1.278 -0.095
H 2.605 1.831 0.291
H 0.809 1.882 2.234
H 1.406 4.000 3.181
H 3.092 4.532 0.833
H 2.742 5.567 2.225
H 1.147 6.842 1.169
H 2.156 6.480 -0.216
H -2.460 3.769 2.797
H -1.024 2.903 3.505
H -1.879 2.186 2.058
P -1.127 -4.970 -2.851
P 0.028 -5.987 0.358
C 0.550 -5.491 -2.397
C 1.012 -5.751 -1.141
C -1.338 -5.682 -4.534
C -0.258 -5.957 -5.384
C -0.478 -6.488 -6.659
C -1.779 -6.742 -7.101
C -2.865 -6.466 -6.260
C -2.650 -5.951 -4.981
C -0.857 -3.178 -3.231
C -0.564 -2.347 -2.130
C -0.305 -0.990 -2.324
C -0.327 -0.450 -3.617
C -0.622 -1.270 -4.711
C -0.907 -2.626 -4.519
C 0.600 -7.696 0.835
C 0.163 -8.751 0.008
C 0.573 -10.060 0.254
C 1.423 -10.340 1.332
C 1.857 -9.301 2.160
C 1.434 -7.987 1.926
C 0.926 -4.962 1.584
C 0.202 -4.505 2.705
C 0.840 -3.740 3.681
C 2.196 -3.413 3.543
C 2.914 -3.865 2.433
C 2.280 -4.630 1.448
H 1.266 -5.543 -3.224
H 2.084 -5.955 -1.013
H 0.761 -5.749 -5.066
H 0.375 -6.697 -7.306
H -1.947 -7.155 -8.098
H -3.883 -6.655 -6.606
H -3.494 -5.742 -4.322
H -0.526 -2.777 -1.127
H -0.081 -0.352 -1.467
H -0.110 0.610 -3.768
H -0.626 -0.856 -5.721
H -1.147 -3.254 -5.378
H -0.486 -8.532 -0.841
H 0.234 -10.866 -0.399
H 1.748 -11.366 1.520
H 2.533 -9.511 2.991
H 1.775 -7.188 2.586
H -0.853 -4.766 2.805
H 0.280 -3.397 4.553
H 2.691 -2.807 4.304
H 3.973 -3.628 2.326
H 2.845 -4.974 0.585
C -1.281 12.191 3.633
C -1.451 10.771 3.200
C -2.556 10.426 2.412
C -2.750 9.112 2.028
C -1.860 8.132 2.467
C -0.718 8.463 3.200
C -0.527 9.791 3.568
S -2.202 6.435 2.008
O -3.303 6.021 2.854
O -2.441 6.513 0.579
O -0.891 5.779 2.358
H -1.213 12.853 2.755
H -2.153 12.510 4.226
H -0.373 12.300 4.240
H -3.262 11.203 2.108
H -3.591 8.842 1.389
H 0.002 7.695 3.473
H 0.348 10.082 4.158
*
```

Its HOMO energy (spin up / spin down) is -8.011 / -8.042 eV. The value obtained for the LUMO energy (spin up / spin down) is 0.22 / -0.91 eV. Its expectation value of S² is 3.778. The value obtained for the frontier orbital gap (spin up / spin down) is 8.230 / 7.131 eV.

=====

(5)
Below is C42H44CuF9GeN3O8P2S as an isolated structure, with properties calculated with wB97M-V/def2-TZVPD.

```
! RIJCOSX wB97M-V def2-TZVPD def2/J DEFGRID3
* xyz 0 2
Cu -0.539 -1.253 0.714
C -0.943 -4.558 1.803
P -1.754 -3.114 1.039
C -2.444 -3.877 -0.469
C -3.232 -2.905 2.082
H -1.638 -5.398 1.854
H -0.613 -4.298 2.807
H -0.074 -4.846 1.210
H -3.043 -4.754 -0.214
H -1.626 -4.182 -1.127
H -3.066 -3.163 -1.013
H -3.829 -3.818 2.088
H -3.842 -2.076 1.718
H -2.904 -2.675 3.097
O -1.919 3.325 7.444
N -1.701 2.128 7.476
O -1.714 1.453 8.491
C -1.400 1.453 6.206
C -1.462 2.171 5.017
C -1.202 1.553 3.819
C -0.795 0.160 3.743
O -0.370 -0.404 2.688
C -0.796 -0.499 5.017
C -1.075 0.129 6.217
N -0.424 -1.912 5.123
O -0.044 -2.328 6.203
O -0.484 -2.614 4.123
N -1.256 2.372 2.663
O -1.297 3.633 2.795
O -1.831 2.806 0.393
H -1.707 3.222 5.026
H -1.036 -0.423 7.143
F 1.024 -6.098 -5.107
C 0.792 -6.096 -3.781
F -0.286 -6.876 -3.572
F 1.840 -6.686 -3.186
C 0.561 -4.705 -3.269
C 1.330 -4.186 -2.239
C 1.070 -2.906 -1.769
C 0.050 -2.135 -2.337
C -0.709 -2.671 -3.372
C -0.455 -3.953 -3.837
P -0.295 -0.506 -1.566
C -1.755 0.045 -2.521
C -3.012 -0.244 -1.984
C -4.166 0.047 -2.691
C -4.068 0.657 -3.935
C -2.833 0.987 -4.462
C -1.677 0.677 -3.755
C -5.334 0.952 -4.688
F -6.048 -0.173 -4.890
F -5.094 1.500 -5.889
F -6.127 1.799 -4.007
C 1.074 0.524 -2.208
C 2.007 0.055 -3.126
C 3.090 0.846 -3.501
C 3.238 2.105 -2.952
C 2.300 2.597 -2.051
C 1.223 1.810 -1.681
C 4.417 2.965 -3.300
F 4.027 4.163 -3.772
F 5.181 3.201 -2.216
F 5.203 2.398 -4.230
H 2.121 -4.781 -1.801
H 1.651 -2.499 -0.946
H -1.507 -2.091 -3.821
H -1.050 -4.369 -4.641
H -3.075 -0.709 -1.004
H -5.142 -0.190 -2.281
H -2.770 1.474 -5.427
H -0.710 0.917 -4.181
H 1.908 -0.937 -3.548
H 3.816 0.476 -4.213
H 2.422 3.588 -1.628
H 0.486 2.205 -0.990
C 8.026 0.594 -0.454
C 6.647 0.356 0.110
C 5.587 -0.009 -0.713
C 4.309 -0.207 -0.200
C 4.096 -0.043 1.157
C 5.133 0.346 2.000
C 6.401 0.530 1.474
S 2.440 -0.220 1.798
C 2.673 -1.652 2.836
O 1.644 -0.722 0.597
H 8.121 0.174 -1.455
H 8.794 0.148 0.181
H 8.236 1.664 -0.520
H 5.758 -0.132 -1.778
H 3.480 -0.475 -0.844
H 4.954 0.512 3.059
H 7.214 0.826 2.129
H 3.074 -2.454 2.214
H 1.689 -1.902 3.238
H 3.360 -1.400 3.646
C -3.732 4.412 -0.956
Ge -2.860 4.270 0.774
C -1.779 5.851 0.990
C -4.175 3.805 2.108
C -1.420 1.843 1.280
H -4.232 5.383 -1.049
H -4.478 3.626 -1.095
H -2.985 4.329 -1.751
H -2.428 6.732 1.014
H -1.119 5.932 0.122
H -1.185 5.809 1.901
H -5.040 4.470 2.008
H -3.775 3.887 3.119
H -4.509 2.779 1.931
H -2.127 1.006 1.347
H -0.449 1.453 0.981
*
```

Its HOMO energy (spin up / spin down) is -7.433 / -8.263 eV. The value obtained for the LUMO energy (spin up / spin down) is -0.20 / -0.49 eV. Its expectation value of S² is 0.766. The value obtained for the frontier orbital gap (spin up / spin down) is 7.231 / 7.769 eV. The value obtained for the energy relative to the best compared isomer or geometry (same formula, charge and spin) is 0.0 kJ/mol.